(1)
The following is a quantum chemistry calculation of a structure of composition C29H25N3O2PS2Se2V, from OMol25.

Structure (XYZ):
```
65
Properties=species:S:1:pos:R:3:forces:R:3
Se -0.816 1.799 -1.728 -0.017 -0.017 -0.017
Se 1.437 -0.463 -0.810 0.047 0.017 0.030
V -0.929 -0.516 -0.775 -0.004 -0.075 0.049
S -1.904 -0.313 1.132 -0.008 -0.010 -0.003
S -2.759 -0.441 -2.214 -0.052 0.003 -0.033
P 1.263 1.743 -1.037 -0.014 0.015 -0.041
O 2.294 2.234 5.656 0.000 0.000 -0.002
O 0.553 2.094 7.014 0.011 0.005 -0.015
N -4.270 -2.473 -3.100 0.017 -0.019 -0.007
N -4.012 -2.534 -0.943 -0.019 0.006 0.004
N 0.531 -7.540 -2.208 -0.003 0.000 0.004
C -5.163 -3.573 -2.701 0.005 -0.002 -0.003
C -0.959 0.254 2.530 0.003 0.009 -0.007
C 2.429 2.340 -2.240 0.035 0.005 0.042
C -0.822 -2.433 -1.272 0.000 0.041 0.000
C 0.256 -6.445 -2.001 0.003 0.006 -0.009
C 4.161 2.046 -3.869 -0.009 -0.007 0.004
C -4.817 -3.739 -1.206 -0.005 0.005 -0.001
C 1.506 2.579 0.515 -0.010 0.018 0.009
C 3.276 1.497 -2.954 -0.026 -0.005 -0.049
C 0.714 3.822 2.403 0.006 -0.002 0.009
C 2.809 2.610 1.024 -0.002 0.000 0.005
C 0.355 1.266 4.733 -0.013 0.019 0.010
C -1.653 1.059 3.426 0.007 0.007 0.008
C 1.161 1.895 5.838 0.005 -0.009 0.005
C -0.345 -4.655 -0.445 -0.002 0.001 0.004
C -0.100 -5.076 -1.749 0.002 -0.007 0.004
C 0.454 3.177 1.204 0.005 -0.006 -0.007
C 3.048 3.232 2.234 0.005 0.005 0.001
C -0.709 -3.338 -0.205 -0.001 -0.002 -0.004
C 1.034 0.451 3.832 0.005 0.001 -0.015
C 4.187 3.418 -4.073 -0.002 0.010 0.004
C -0.990 1.554 4.539 0.011 -0.008 0.001
C -3.700 -1.902 -2.056 0.010 0.018 0.000
C 2.002 3.843 2.920 -0.003 -0.003 -0.009
C -0.209 -4.182 -2.820 0.000 0.004 -0.002
C 2.457 3.725 -2.437 0.022 0.005 0.015
C 0.376 -0.077 2.738 -0.001 -0.001 -0.003
C 3.336 4.257 -3.361 0.007 -0.005 -0.009
C -0.572 -2.872 -2.581 -0.003 -0.007 0.002
H 3.629 2.160 0.475 0.001 0.000 0.000
H -0.091 4.315 2.932 -0.001 0.000 0.000
H -2.692 1.308 3.253 -0.001 -0.002 0.000
H 2.084 0.246 3.996 0.000 0.001 0.004
H -4.946 -4.468 -3.279 -0.009 -0.003 0.000
H 1.807 4.381 -1.869 0.003 -0.003 0.005
H -0.005 -4.524 -3.825 0.000 0.000 0.000
H -0.257 -5.358 0.372 0.001 0.000 -0.001
H -5.701 -3.752 -0.574 0.001 -0.011 0.001
H -0.300 1.645 7.064 -0.014 -0.005 0.005
H 4.879 3.841 -4.789 0.000 0.000 -0.001
H 4.829 1.401 -4.423 0.001 0.001 0.000
H -0.645 -2.183 -3.413 -0.001 0.002 -0.001
H 3.254 0.426 -2.804 0.000 0.000 0.007
H -1.522 2.203 5.224 -0.007 -0.003 -0.001
H -4.198 -2.103 -4.034 -0.005 0.003 0.000
H -0.550 3.157 0.800 -0.002 -0.002 0.002
H -4.224 -4.632 -1.013 0.010 0.005 -0.004
H 3.365 5.326 -3.522 0.000 0.000 0.001
H -6.201 -3.287 -2.860 0.002 0.011 0.003
H 2.200 4.333 3.863 0.002 0.003 -0.001
H -3.672 -2.257 -0.037 0.002 -0.002 0.003
H -0.903 -3.032 0.814 0.003 -0.004 0.001
H 4.048 3.253 2.645 -0.001 -0.003 0.000
H 0.901 -0.722 2.050 0.002 -0.003 0.001
```
Positions in Å, forces in eV/Å.

Calculated values
**Total charge**: +2
**Calculated total energy**: -226370.2432 eV
**Frontier orbital gap**: 6.17 eV
**Energy above the lowest of the compared OMol25 structures with the same formula, charge and spin**: 0.0000 eV
**HOMO level**: -14.35 eV

(2)
The following is a quantum chemistry calculation of a cluster of 6 separate species, CH13NO6 in total in a non-equilibrium geometry, from OMol25.

Structure (XYZ):
```
21
Properties=species:S:1:pos:R:3:forces:R:3
O 1.083 0.441 -1.328 -1.169 0.194 0.076
O 2.728 0.561 0.809 0.357 -0.490 0.574
O 0.446 -0.126 2.146 -0.352 -0.832 -0.083
O 1.090 2.498 1.584 0.179 -0.035 -0.123
O -2.902 -1.795 -1.475 -0.700 -1.051 0.327
O -2.082 -0.135 0.552 -0.387 -0.632 -0.370
N -0.289 -1.245 -1.897 -0.020 -0.677 0.221
C 0.079 0.031 -1.928 2.161 -0.405 -0.614
H 0.742 0.487 2.826 0.067 0.165 -0.264
H 1.870 2.960 1.909 -0.119 0.118 -0.026
H 3.573 0.928 0.538 -0.160 -0.182 -0.408
H -3.411 -2.560 -1.140 0.300 0.643 -0.387
H -1.347 0.040 1.148 0.300 0.411 0.234
H 0.067 -1.852 -1.168 0.134 0.321 -0.177
H -2.620 0.641 0.385 0.305 0.264 0.317
H 2.195 0.273 0.049 0.310 0.243 -0.770
H -1.020 -1.656 -2.453 -0.357 0.475 0.142
H -0.387 0.631 -2.721 -0.343 0.115 0.361
H 1.248 -0.478 1.729 -0.219 0.307 0.440
H 1.489 1.733 1.104 -0.334 0.801 0.514
H -2.552 -1.378 -0.667 0.045 0.247 0.017
```
Positions in Å, forces in eV/Å.

Calculated values
**Total charge**: 0
**Calculated total energy**: -15023.7540 eV
**Structure (SMILES)**: NC=O.O.O.O.O.O
**Frontier orbital gap**: 10.90 eV
**Energy above the lowest of the compared OMol25 structures with the same formula, charge and spin**: 0.6879 eV
**HOMO level**: -10.26 eV

(3)
The following is a quantum chemistry calculation of a structure of composition C20H31Br2N6OPtS, from OMol25.

Structure (XYZ):
```
62
Properties=species:S:1:pos:R:3:forces:R:3
Pt 0.674 0.126 0.280 -0.246 0.616 -0.344
Br 0.892 7.150 -1.011 -0.020 -0.044 0.014
Br 3.826 3.507 2.148 -0.029 0.060 -0.009
S -1.375 -0.325 1.589 -0.130 -0.339 -0.042
O 1.552 1.635 1.363 0.161 0.280 -0.003
N -0.439 2.050 -0.397 0.481 -0.171 0.142
N 1.553 -0.396 -2.994 0.042 0.265 -0.150
N 0.809 -2.577 -3.102 0.040 -0.122 -0.035
N -2.222 -2.160 3.311 -0.145 0.082 0.101
N 0.826 -1.464 -1.054 -0.215 -0.023 0.231
N -0.160 -1.247 3.810 0.040 -0.048 0.037
C -2.352 1.028 -1.471 0.059 0.057 0.044
C -1.493 2.221 -1.164 -0.050 -0.215 -0.128
C 1.070 -1.474 -2.347 -0.071 -0.070 0.102
C -2.731 -2.247 4.686 0.017 -0.011 -0.087
C -1.794 3.496 -1.690 -0.022 0.045 0.037
C -0.058 -3.619 -2.577 -0.020 0.011 -0.036
C 0.166 -2.314 4.759 0.038 0.019 -0.129
C 0.369 3.106 -0.074 -0.212 0.140 -0.136
C 0.153 4.398 -0.598 -0.108 -0.156 -0.100
C 1.091 5.410 -0.294 -0.006 0.123 -0.025
C 1.448 2.828 0.810 -0.021 -0.305 0.193
C -0.982 4.560 -1.424 -0.032 -0.011 -0.030
C 2.167 5.137 0.497 0.039 -0.062 0.030
C -3.189 -2.637 2.324 0.059 0.110 0.061
C 2.277 0.679 -2.326 -0.004 -0.108 -0.117
C 0.839 -0.176 3.765 -0.101 -0.073 0.114
C 1.192 -0.116 -4.383 0.033 0.010 0.080
C 1.754 -3.023 -4.127 -0.031 0.028 0.036
C -1.216 -1.310 2.991 0.243 0.020 0.022
C 2.337 3.855 1.046 0.142 -0.013 0.143
H 2.611 -2.357 -4.169 -0.036 0.018 0.004
H -2.194 -1.574 5.345 0.036 0.025 -0.015
H -1.198 5.534 -1.845 0.016 -0.025 0.018
H 2.006 -0.338 -5.075 0.025 0.013 0.000
H -3.779 -1.943 4.686 -0.002 -0.010 -0.033
H 1.286 -3.069 -5.111 -0.016 0.014 0.000
H -0.134 -2.067 5.776 -0.003 0.022 0.027
H -3.535 -3.621 2.644 0.016 0.039 0.000
H -3.094 1.262 -2.231 0.039 0.000 -0.006
H 2.668 0.346 -1.369 0.052 -0.072 0.081
H -2.667 -3.264 5.074 0.030 0.000 0.000
H -0.446 -4.198 -3.413 0.007 -0.009 -0.008
H -4.050 -1.968 2.250 0.021 0.008 0.014
H 1.800 -0.577 3.440 -0.017 0.002 -0.040
H 0.472 -4.308 -1.908 0.002 0.006 -0.001
H 0.544 0.613 3.090 -0.075 0.070 -0.024
H 2.119 -4.019 -3.870 -0.015 -0.008 0.014
H 0.671 -2.387 -0.683 -0.065 -0.147 -0.021
H -0.304 -3.246 4.458 -0.053 0.000 -0.012
H 0.958 0.240 4.766 -0.004 -0.060 0.029
H -2.872 0.701 -0.569 -0.006 0.009 -0.030
H 2.900 5.905 0.705 -0.009 -0.021 0.038
H 1.646 1.557 -2.178 -0.029 0.036 0.017
H -1.734 0.192 -1.808 0.000 0.012 0.005
H 0.954 0.945 -4.469 -0.012 -0.005 0.016
H 0.315 -0.689 -4.670 0.013 -0.041 0.013
H -0.904 -3.180 -2.050 0.028 0.007 -0.002
H -2.669 3.613 -2.316 0.024 -0.016 0.023
H -2.729 -2.718 1.346 0.069 -0.005 -0.032
H 3.127 0.965 -2.945 0.020 0.028 -0.055
H 1.246 -2.452 4.752 0.014 0.017 -0.032
```
Positions in Å, forces in eV/Å.

Calculated values
**Total charge**: +1
**Calculated total energy**: -186392.3245 eV
**Frontier orbital gap (spin up / spin down)**: 7.53 / 6.16 eV
**HOMO level (spin up / spin down)**: -9.88 / -9.84 eV
**Multiplicity**: 3

(4)
The following is a quantum chemistry calculation of a structure of composition C16H22N3O4PdS2Si, from OMol25.

Structure (XYZ):
```
49
Properties=species:S:1:pos:R:3:forces:R:3
Pd 1.886 -1.402 0.446 -0.062 0.144 -0.134
S 3.018 -2.294 2.731 0.013 0.094 0.045
S -0.360 -2.330 -0.056 0.025 -0.055 -0.002
Si 3.101 1.189 -0.708 0.064 0.093 -0.041
O 1.889 -1.216 2.601 0.063 -0.070 0.066
O 2.827 -3.042 3.950 -0.026 -0.018 0.004
O 2.745 -3.126 1.496 0.063 0.008 0.010
O 4.287 -1.594 2.615 -0.068 -0.112 0.007
N 1.600 0.366 -0.538 -0.090 -0.098 0.088
N -0.773 -1.437 2.404 0.041 -0.012 0.038
N -2.582 -1.289 1.028 0.033 -0.072 -0.019
C -1.077 2.129 1.330 -0.046 0.020 -0.033
C -1.273 -1.657 1.201 -0.058 0.109 0.015
C 3.071 2.303 -2.226 -0.009 0.003 0.015
C 4.443 -0.101 -0.888 0.062 -0.012 0.007
C -4.254 -2.893 -1.855 -0.001 0.020 0.005
C -4.875 -0.579 -1.769 0.005 0.016 0.018
C -4.967 -1.821 -2.377 0.002 -0.018 -0.004
C 3.515 2.259 0.780 -0.042 -0.017 0.000
C 0.083 1.422 1.059 0.033 -0.051 -0.017
C 0.428 1.069 -0.257 0.033 0.021 -0.077
C -4.065 -0.403 -0.657 -0.008 -0.026 -0.010
C -3.458 -2.730 -0.733 -0.004 -0.012 -0.019
C -0.450 1.448 -1.281 -0.056 0.037 0.025
C -3.353 -1.477 -0.141 -0.016 -0.005 0.012
C -1.934 2.508 0.299 0.013 0.008 0.058
C -1.609 2.160 -1.006 0.028 -0.024 -0.042
H -2.268 2.439 -1.820 0.000 -0.001 0.003
H 2.738 3.006 0.962 0.011 0.003 -0.005
H 4.583 -0.674 0.035 -0.003 0.001 -0.010
H -1.347 -1.000 3.107 0.004 0.008 0.004
H 0.752 1.118 1.856 -0.010 0.012 0.005
H -5.423 0.266 -2.169 0.002 0.000 0.000
H 2.920 1.718 -3.137 -0.001 -0.007 -0.002
H -1.309 2.402 2.354 0.001 0.001 0.001
H -3.955 0.573 -0.201 -0.001 0.010 -0.001
H 4.004 2.863 -2.328 0.001 0.006 -0.003
H 2.252 3.023 -2.151 0.001 0.004 -0.005
H 5.394 0.397 -1.101 0.009 -0.025 -0.001
H -0.204 1.163 -2.296 0.007 -0.002 -0.001
H -5.591 -1.956 -3.252 0.002 0.000 -0.001
H 0.253 -1.511 2.582 -0.007 0.006 -0.002
H -2.911 -3.565 -0.318 -0.015 0.011 -0.006
H -4.322 -3.868 -2.321 0.000 -0.003 0.000
H -2.833 3.075 0.510 0.001 -0.005 0.003
H -2.900 -0.550 1.635 0.011 0.003 0.010
H 4.239 -0.796 -1.706 -0.008 0.003 0.003
H 3.601 1.632 1.671 -0.001 -0.007 -0.005
H 4.464 2.782 0.638 0.003 0.010 0.000
```
Positions in Å, forces in eV/Å.

Calculated values
**Total charge**: -1
**Calculated total energy**: -62641.3008 eV
**Frontier orbital gap (spin up / spin down)**: 7.26 / 7.14 eV
**Energy above the lowest of the compared OMol25 structures with the same formula, charge and spin**: 0.1502 eV
**HOMO level (spin up / spin down)**: -4.73 / -5.27 eV
**Multiplicity**: 3

calculated total energy of number 2 (CH13NO6)?
-15023.7540 eV